This record from OMol25 describes a structure of composition C46H115AsF6N5O23 in a non-equilibrium geometry. The level of theory is ωB97M-V/def2-TZVPD.

```
196
Properties=species:S:1:pos:R:3:mulliken_charge:R:1
As -0.6754 -0.2589 1.2926 2.226
F -1.5061 -1.4020 2.3614 -0.575
F -2.2181 0.4187 0.7853 -0.624
F 0.1139 0.8927 0.2375 -0.252
F 0.8837 -0.8692 1.7843 -0.184
F -0.8083 -1.5148 0.0875 -0.354
F -0.6507 0.8732 2.6287 -0.463
C -2.5839 -4.2427 -1.3308 -0.264
C -1.3254 -4.4327 -2.1554 0.293
O -1.4512 -4.0477 -3.5304 -0.450
C -1.6077 -2.7773 -3.8873 0.589
O -1.7516 -2.4805 -5.0312 -0.595
O -1.5412 -1.9677 -2.8387 0.059
C -1.6259 -0.5833 -3.1014 -0.637
H -2.9650 -3.2359 -1.4941 -0.147
H -2.4053 -4.3852 -0.2659 -0.064
H -3.4324 -4.8912 -1.5693 0.370
H -0.9302 -5.4446 -2.1393 0.451
H -0.5578 -3.8158 -1.6817 -0.220
H -1.3222 0.0653 -2.2872 -0.498
H -2.6452 -0.2938 -3.3759 0.587
H -1.0338 -0.2989 -3.9743 0.565
C -4.8020 -2.6201 1.3365 -0.759
C -4.8864 -1.5550 0.2669 0.892
O -5.8972 -2.0038 -0.6465 -0.385
C -6.1309 -1.2685 -1.7212 0.823
O -5.6000 -0.2305 -1.9809 -0.570
O -7.0736 -1.8912 -2.4199 -0.367
C -7.5042 -1.2287 -3.5946 -0.713
H -5.7523 -2.7973 1.8452 0.428
H -4.0242 -2.3552 2.0544 -0.210
H -4.5211 -3.5979 0.9441 0.288
H -3.9482 -1.6323 -0.2935 -0.705
H -4.9771 -0.5070 0.5462 0.398
H -8.3281 -0.5489 -3.3747 0.283
H -7.7249 -1.9584 -4.3666 0.278
H -6.7485 -0.5610 -4.0172 0.314
C -3.0632 5.0573 -6.6331 -1.243
C -2.5477 5.3492 -5.2508 -0.130
O -2.4248 4.1121 -4.5571 -0.272
C -2.3407 4.1334 -3.2320 0.572
O -2.2868 5.1119 -2.5317 -0.630
O -2.2781 2.8679 -2.8216 0.060
C -2.3840 2.6368 -1.4093 0.297
H -2.3956 4.3890 -7.1796 0.215
H -3.2869 6.0033 -7.1259 0.342
H -4.0087 4.5072 -6.6371 0.423
H -3.3043 5.9470 -4.7347 0.430
H -1.6364 5.9468 -5.2962 0.180
H -3.2870 3.0170 -0.9362 0.377
H -1.5416 3.0524 -0.8572 -0.200
H -2.2933 1.5583 -1.4104 -0.445
C -0.6614 6.6798 -8.7890 -0.923
O 0.0391 6.1854 -7.6787 -0.206
C 1.0521 5.2543 -8.0590 -0.826
C 1.4645 4.5867 -6.7524 -0.049
N 2.3474 5.4273 -5.9205 -0.433
C 2.6217 4.7872 -4.6222 -0.991
C 1.4232 4.4760 -3.7113 -0.026
O 1.9854 4.1793 -2.4571 -0.431
C 1.2457 3.3272 -1.6031 0.179
H -1.2170 5.8871 -9.3117 0.357
H -0.0581 7.1533 -9.5699 0.326
H -1.4512 7.3580 -8.4669 0.266
H 1.9103 5.7851 -8.4767 0.382
H 0.6518 4.4752 -8.7114 0.413
H 1.9471 3.6223 -6.9294 0.474
H 0.5246 4.3410 -6.2433 -0.111
H 1.7353 6.2015 -5.6587 0.362
H 3.2330 5.5169 -4.0895 0.324
H 3.1728 3.8548 -4.7533 0.266
H 0.8250 3.6388 -4.0913 0.228
H 0.7548 5.3440 -3.6132 0.286
H 0.4280 3.8747 -1.1269 0.472
H 1.9315 2.8503 -0.9110 -0.311
H 0.7500 2.5388 -2.1854 -0.116
C 5.3141 -3.3736 -7.7039 -0.764
O 5.6514 -2.6819 -6.5270 -0.278
C 6.0198 -1.3246 -6.7808 -0.597
C 6.1280 -0.6192 -5.4555 -0.730
N 4.8004 -0.3430 -4.8978 -0.370
C 4.9153 0.3500 -3.6190 -0.915
C 3.5459 0.5969 -3.0260 -0.230
O 2.9201 -0.6438 -2.7549 -0.248
C 1.6510 -0.4832 -2.1603 0.208
H 5.2329 -4.4196 -7.4170 0.243
H 6.1315 -3.3274 -8.4366 0.293
H 4.4193 -3.0028 -8.2086 0.310
H 5.2109 -0.8785 -7.3703 0.326
H 6.9460 -1.3593 -7.3658 0.459
H 6.6424 0.3447 -5.5468 0.432
H 6.7831 -1.1782 -4.7691 0.331
H 4.4026 -1.2738 -4.7873 0.254
H 5.4236 1.2827 -3.8763 0.441
H 5.5402 -0.2332 -2.9280 0.167
H 2.9072 1.1996 -3.6762 0.476
H 3.7154 1.0572 -2.0421 0.157
H 0.9396 -0.0014 -2.8347 0.232
H 1.8028 0.1042 -1.2484 -0.245
H 1.2529 -1.4527 -1.8631 -0.238
C 4.3276 1.3257 6.3929 -0.758
O 3.1983 0.4908 6.4498 -0.374
C 2.6069 0.3076 5.1929 -0.657
C 1.6905 -0.9154 5.2358 0.280
N 0.7417 -0.9152 6.3621 -0.383
C -0.2643 0.1470 6.2009 0.111
C -1.0868 0.3827 7.4600 -0.669
O -0.2622 0.3457 8.6180 -0.349
C -0.8639 1.0718 9.6657 -0.810
H 5.2398 0.8984 5.9722 0.267
H 4.5542 1.6993 7.3935 0.302
H 4.0377 2.2314 5.8436 0.274
H 3.3400 0.1255 4.4000 0.558
H 2.0027 1.1849 4.9248 0.090
H 2.2520 -1.8539 5.2899 0.473
H 1.1381 -1.0844 4.2994 -0.259
H 0.1837 -1.7433 6.1427 0.203
H -0.8636 -0.0627 5.3018 -0.131
H 0.1455 1.1204 5.9046 0.105
H -1.8004 -0.4400 7.6265 0.193
H -1.7080 1.2747 7.3206 0.379
H -0.3191 0.8325 10.5801 0.263
H -1.9163 0.8128 9.8259 0.301
H -0.7730 2.1493 9.4934 0.302
C 5.3170 -1.3460 -0.2235 -0.553
O 4.7282 -2.0685 0.8314 -0.475
C 3.3661 -2.3927 0.6392 0.608
C 3.2161 -3.5896 -0.3011 0.231
N 3.5394 -4.8359 0.3742 -0.486
C 3.4185 -5.9705 -0.5522 -0.581
C 3.7240 -7.2818 0.1382 -0.430
O 3.6612 -8.3214 -0.8110 -0.301
C 3.8324 -9.5931 -0.2633 -0.755
H 4.7934 -0.3999 -0.3708 0.073
H 5.3871 -1.8901 -1.1747 0.281
H 6.3723 -1.2206 0.0265 0.375
H 2.7326 -1.5657 0.2897 -0.690
H 2.9387 -2.5599 1.6312 0.406
H 3.8093 -3.4129 -1.2052 0.583
H 2.1494 -3.6787 -0.5356 -0.657
H 4.4428 -4.8042 0.8322 0.265
H 4.1055 -5.8358 -1.3962 0.465
H 2.3978 -5.9865 -0.9316 0.096
H 3.0173 -7.4563 0.9593 0.345
H 4.7144 -7.2988 0.6177 0.334
H 3.1617 -9.8499 0.5630 0.297
H 4.8373 -9.6625 0.1925 0.298
H 3.8542 -10.3249 -1.0671 0.264
C -4.5054 4.8854 6.8272 -0.833
O -3.8608 3.8229 6.1742 -0.197
C -3.9438 3.9043 4.7631 -0.937
C -3.5022 2.5615 4.1808 0.189
N -4.4505 1.5449 4.6369 -0.391
C -3.9308 0.2316 4.2516 1.839
C -4.6952 -0.9641 4.7231 -0.661
O -4.5621 -1.0453 6.1384 -0.197
C -5.4424 -1.9538 6.7139 -1.013
H -5.5318 5.0605 6.4846 0.322
H -4.0198 5.8556 6.6617 0.302
H -4.4974 4.6439 7.8868 0.223
H -3.2801 4.7041 4.4224 0.413
H -4.9692 4.0066 4.3920 0.447
H -2.4713 2.3721 4.5126 -0.063
H -3.4347 2.6573 3.0954 0.243
H -4.4477 1.6229 5.6503 0.378
H -2.8725 0.0905 4.5084 -1.321
H -3.9354 0.2495 3.1554 -0.170
H -4.2806 -1.8644 4.2573 0.235
H -5.7559 -0.8553 4.4606 0.459
H -6.4088 -1.5241 7.0134 0.288
H -5.0463 -2.3889 7.6367 0.277
H -5.7001 -2.8280 6.1021 0.366
C -1.7593 -3.3449 5.1132 -0.329
O -0.5607 -3.5308 5.8697 -0.563
H -1.7386 -2.4665 4.4756 -0.163
H -1.9843 -4.2564 4.5508 0.427
H -2.5966 -3.2153 5.8133 0.348
H -0.7049 -4.2927 6.4342 0.265
C -0.6915 3.9463 2.1799 -0.130
O 0.2871 4.9315 1.8462 -0.585
H -1.6758 4.4131 2.2642 0.352
H -0.6875 3.1782 1.4018 -0.059
H -0.3980 3.4574 3.1066 0.028
H -0.1085 5.6010 1.2856 0.294
C 3.2569 1.4030 1.8087 1.222
O 4.0395 2.3084 2.5900 -0.618
H 2.8939 1.8146 0.8636 -0.625
H 3.8668 0.5254 1.6022 -0.217
H 2.4049 1.1485 2.4420 -0.232
H 3.4857 3.0455 2.8593 0.363
C 0.2080 -4.3863 1.6188 0.274
O 0.9961 -5.5308 1.3204 -0.685
H 0.6068 -3.5550 1.0341 -0.451
H -0.8334 -4.6239 1.4118 0.155
H 0.2841 -4.0914 2.6713 0.113
H 1.9221 -5.2335 1.1759 0.507
```

Results
Electronic energy, eV: -181252.2091
HOMO, eV: -6.050
Net charge: -1

This record from OMol25 describes a cluster of 9 separate species, C46H117N7O18 in total in a non-equilibrium geometry. The level of theory is ωB97M-V/def2-TZVPD.

```
188
Properties=species:S:1:pos:R:3:mulliken_charge:R:1
C 4.1295 7.5446 -0.7666 -0.750
O 3.3074 6.6970 -1.5333 -0.283
C 3.0828 5.5035 -0.8455 -0.850
C 2.1609 4.6020 -1.6293 0.206
N 0.8276 5.1769 -1.7884 -0.332
C -0.1793 4.2341 -2.2279 1.238
C -1.5185 4.9281 -2.3692 -0.074
O -1.8580 5.4459 -1.1016 -0.247
C -3.0223 6.2451 -1.1177 -0.678
H 5.1873 7.2765 -0.8827 0.276
H 3.8616 7.4621 0.2949 0.309
H 4.0239 8.6017 -1.0090 0.255
H 2.6699 5.6688 0.1598 0.472
H 4.0393 4.9740 -0.7435 0.397
H 2.1262 3.6083 -1.1508 -0.071
H 2.6046 4.4686 -2.6229 0.005
H 0.5902 5.5387 -0.8679 0.272
H -0.3914 3.4906 -1.4367 -1.122
H 0.1878 3.7448 -3.1290 -0.150
H -2.2317 4.1378 -2.6464 -0.346
H -1.4901 5.7379 -3.1036 0.643
H -3.8825 5.7193 -0.6904 0.163
H -3.2801 6.5283 -2.1423 0.328
H -2.8433 7.1527 -0.5401 0.237
C 1.1942 -2.1392 -3.5139 -0.664
O 0.7802 -3.4960 -3.4840 -0.502
C 1.1158 -4.0949 -2.2506 0.410
C 1.1925 -5.6106 -2.4226 -1.242
N 2.5273 -6.0796 -2.7527 -0.393
C 2.9838 -5.7310 -4.1034 -0.789
C 1.9881 -6.0141 -5.2132 -0.353
O 1.7275 -7.4185 -5.2045 -0.348
C 0.8164 -7.7962 -6.2078 -0.710
H 0.7520 -1.6569 -2.6314 0.112
H 0.8499 -1.6139 -4.4031 0.405
H 2.2880 -2.0514 -3.5031 0.464
H 0.3064 -3.9249 -1.5250 -0.188
H 2.0532 -3.7617 -1.7932 0.290
H 0.4352 -5.9423 -3.1476 0.354
H 0.8547 -6.0861 -1.4980 0.596
H 2.5598 -7.0907 -2.6769 0.313
H 3.9536 -6.1311 -4.3785 0.508
H 3.0822 -4.6368 -4.0788 0.171
H 2.5028 -5.8292 -6.1775 0.490
H 1.0603 -5.4459 -5.2948 0.242
H 0.5385 -8.8393 -6.0857 0.253
H 1.2912 -7.7256 -7.2044 0.277
H -0.0386 -7.1090 -6.2445 0.295
C -1.1249 -3.6579 4.0697 -0.316
O -1.9701 -3.5469 2.9710 -0.492
C -1.3970 -2.8647 1.8759 0.721
C -2.3982 -2.8770 0.7600 -1.354
N -1.9054 -2.1939 -0.4380 0.926
C -2.9737 -2.2073 -1.4458 -0.867
C -2.4495 -1.5434 -2.7039 -0.482
O -1.9661 -0.2368 -2.4451 0.608
C -1.5703 0.3659 -3.6415 -0.359
H -1.6922 -4.0871 4.8917 0.016
H -0.6916 -2.7125 4.4007 0.068
H -0.2961 -4.3378 3.8450 0.424
H -0.4820 -3.3724 1.5482 0.169
H -1.1831 -1.8223 2.1563 -0.213
H -3.3477 -2.4053 1.0705 0.172
H -2.6656 -3.9014 0.4852 0.430
H -1.7499 -1.2065 -0.2225 -0.701
H -3.8439 -1.6583 -1.0478 0.014
H -3.2453 -3.2391 -1.6648 0.531
H -3.2323 -1.4900 -3.4732 0.480
H -1.6550 -2.2111 -3.0665 0.037
H -1.3192 1.4140 -3.4929 -0.124
H -2.3248 0.2999 -4.4388 0.383
H -0.7032 -0.1355 -4.0867 -0.230
C -3.1572 0.6425 4.4172 -0.134
O -3.5712 0.0386 5.6117 -0.453
C -4.8132 -0.6410 5.5512 -0.325
C -5.0320 -1.2003 6.9398 -1.043
N -3.8889 -1.9434 7.4533 -0.370
C -3.6080 -3.1343 6.6444 0.141
C -2.4876 -3.9169 7.2841 -1.024
O -1.3982 -3.0456 7.5359 -0.261
C -0.2268 -3.7432 7.8742 -0.797
H -3.8700 1.3132 3.9347 0.410
H -2.9171 -0.1467 3.6801 0.083
H -2.2168 1.1332 4.6440 -0.190
H -4.7455 -1.4362 4.7965 0.271
H -5.5715 0.1030 5.2758 0.436
H -5.9377 -1.8049 7.0069 0.413
H -5.1745 -0.3492 7.6103 0.374
H -3.1055 -1.3088 7.3128 0.321
H -3.3101 -2.8383 5.6301 -0.124
H -4.5030 -3.7593 6.6432 0.321
H -2.1778 -4.7778 6.6746 0.484
H -2.8471 -4.3511 8.2305 0.501
H 0.5464 -3.0399 8.1898 0.221
H 0.2019 -4.3594 7.0691 0.281
H -0.3616 -4.4221 8.7346 0.362
C -5.3189 2.7743 -2.9042 -0.561
O -5.4664 2.6553 -1.5147 -0.387
C -4.9788 1.3865 -1.0864 -0.347
C -5.1770 1.2367 0.4127 -1.194
N -4.1622 1.9505 1.1994 -0.174
C -4.1221 3.3927 0.9611 -0.596
C -3.3631 4.1765 2.0143 -0.584
O -3.7930 3.7061 3.2901 -0.308
C -3.0092 4.1373 4.3748 -0.805
H -5.9011 3.6247 -3.2528 0.239
H -5.6658 1.8841 -3.4407 0.346
H -4.2632 2.9412 -3.1499 0.075
H -3.9096 1.2786 -1.3200 0.052
H -5.5516 0.6366 -1.6438 0.751
H -5.1218 0.1624 0.6047 0.574
H -6.1945 1.5742 0.6552 0.493
H -4.4736 1.8437 2.1619 0.000
H -5.1426 3.7995 0.9039 0.452
H -3.6759 3.5539 -0.0210 0.227
H -3.7111 5.2099 1.9226 0.532
H -2.2795 4.0468 1.9423 0.250
H -1.9510 3.9153 4.2092 0.315
H -3.3887 3.6218 5.2573 0.214
H -3.1548 5.2022 4.5996 0.322
C 2.3061 1.5725 -3.7878 -0.566
O 2.2935 2.6577 -4.6712 -0.018
C 2.8096 2.3699 -5.9500 -0.685
C 2.6738 3.6158 -6.7860 -0.756
N 1.2816 3.7946 -7.1890 -0.265
C 1.1335 4.8007 -8.2084 -0.690
C -0.3244 5.1711 -8.3866 -0.642
O -0.7360 5.7615 -7.1625 -0.264
C -2.1114 5.9922 -7.1235 -0.789
H 2.2309 1.8451 -2.7370 -0.095
H 3.1734 0.9159 -3.9229 0.517
H 1.3986 0.9744 -3.9663 0.165
H 2.2642 1.5310 -6.3891 0.338
H 3.8854 2.1506 -5.8613 0.380
H 3.3362 3.5798 -7.6585 0.488
H 3.0653 4.5173 -6.2850 0.357
H 0.7317 3.9320 -6.3535 0.198
H 1.5607 4.4612 -9.1569 0.376
H 1.6967 5.7183 -7.9619 0.351
H -0.9144 4.2576 -8.5276 0.346
H -0.4493 5.8771 -9.2141 0.452
H -2.7055 5.0704 -7.1202 0.324
H -2.4217 6.6401 -7.9517 0.338
H -2.3457 6.5180 -6.1975 0.205
C 10.1093 -2.7702 3.5981 -0.694
O 9.0174 -3.6519 3.4165 -0.297
C 7.7653 -3.0532 3.6253 -0.368
C 6.6978 -4.0318 3.1577 -0.663
N 5.4197 -3.3506 3.1115 -0.170
C 4.3134 -4.2707 2.8205 -0.892
C 2.9931 -3.5522 2.9912 -0.133
O 2.8280 -2.4371 2.1303 -0.227
C 2.7251 -2.8321 0.7576 -0.983
H 11.0022 -3.2296 3.1882 0.235
H 10.2339 -2.5304 4.6613 0.276
H 9.8989 -1.8287 3.0699 0.310
H 7.7023 -2.1484 2.9951 0.286
H 7.5881 -2.7323 4.6590 0.311
H 6.6552 -4.8521 3.8767 0.280
H 7.0371 -4.4375 2.1960 0.267
H 5.4268 -2.6798 2.3476 0.189
H 4.3692 -5.1260 3.4962 0.582
H 4.3664 -4.6738 1.7948 0.302
H 2.9143 -3.1774 4.0075 0.220
H 2.1648 -4.2368 2.7848 0.257
H 3.5100 -2.3299 0.1837 0.338
H 1.7469 -2.5562 0.3694 0.010
H 2.8423 -3.9047 0.5784 0.639
O 0.5739 0.5717 -0.9297 -0.225
C 0.5513 0.7586 0.4877 0.207
C -0.7211 1.3959 0.9746 0.352
O -1.8152 0.6034 0.4555 1.196
H -0.3559 0.3781 -1.1684 -0.296
H 0.6553 -0.2346 0.9352 -0.793
H 1.4304 1.3325 0.7838 0.813
H -0.7876 2.3750 0.4663 -0.556
H -0.8732 1.5346 2.0469 0.184
H -2.6327 1.1105 0.6744 -0.480
O 1.1791 0.4239 3.6213 -0.519
C 0.3354 0.0638 4.7074 0.870
C 1.0653 -0.4694 5.9089 -0.922
O 1.8444 -1.6684 5.6516 -0.463
H 1.4368 -0.4143 3.1993 0.228
H -0.1324 0.9902 5.0576 0.309
H -0.4498 -0.5596 4.2751 -0.515
H 0.2954 -0.7716 6.6293 0.213
H 1.7255 0.2542 6.3911 0.462
H 2.7341 -1.3644 5.4414 0.281
```

Results
SMILES string: COCCNCCOC.COCCNCCOC.COCCNCCOC.COCCNCCOC.COCCNCCOC.COCCNCCOC.COCCNCCOC.OCCO.OCCO
Electronic energy, eV: -96875.3111
HOMO, eV: -8.402